The following is a DFT calculation (wB97M-V/def2-TZVPD) of a structure of composition C33H52ClGe2INO4P2Sn.

CARTESIAN COORDINATES (ANGSTROEM)
H1 0.59960 0.25626 4.75602
H2 3.57090 3.50091 2.15740
H3 -1.20267 -5.02286 -1.99928
C1 -0.35679 -4.46218 -0.10501
H4 2.91614 2.24927 3.20628
H5 4.15189 -3.35608 -3.39209
H6 -2.87895 -2.42158 -5.65123
C2 -2.72717 -0.28049 -5.48429
H7 -2.75578 -0.09777 -0.52604
C3 3.96638 -0.53912 0.73685
C4 -2.87465 4.42406 -0.90104
H8 -2.44381 5.06232 -0.12836
H9 -3.17212 3.63988 2.48299
C5 1.27040 -4.72549 -3.39900
C6 0.26616 -0.04341 2.62840
C7 -1.85290 4.57997 4.75910
H10 2.55186 -2.92265 -5.32479
P1 3.04777 -1.85874 -0.10954
Sn1 0.40572 -1.37281 -1.29030
C8 3.54722 -3.28039 -2.48483
C9 -2.44480 -1.58838 -5.11701
H11 5.10097 -2.56179 -1.17830
C10 -1.71351 -3.01520 1.25514
P2 1.80455 -3.02399 -3.03202
O1 1.70216 1.70991 -3.70105
C11 -2.68384 -2.98949 0.26404
C12 4.12891 -2.22326 -1.54717
C13 -3.14741 0.52187 0.28971
C14 -0.54812 -3.74996 1.07075
H12 1.18439 -1.28961 4.16522
H13 2.26371 1.88375 0.76184
N1 -1.03347 -0.81438 -3.35913
H14 1.50842 3.44525 0.73723
H15 2.36921 -1.29458 -4.62006
C15 1.93283 -2.28840 -4.68831
C16 1.74310 2.60440 1.39327
H16 0.30603 -4.71454 -3.90636
H17 0.72191 2.39471 4.74496
H18 2.08555 0.18283 3.82028
C17 -1.00700 3.57430 4.28340
C18 0.04117 3.15899 5.10142
H19 -2.32605 5.91343 6.36203
H20 3.58004 -4.26628 -2.01322
H21 4.35117 -3.44922 1.19555
H22 -3.89410 4.18582 -0.59077
H23 3.45240 -0.25733 1.65628
H24 -2.93818 5.01101 -1.81957
I1 -2.52286 2.74082 -5.22277
C19 -1.66266 5.13288 6.01305
H25 -4.62829 1.56558 -0.91922
H26 0.71062 -0.63138 1.81163
H27 -0.74142 -0.44384 2.76545
H28 0.53277 -5.06775 -0.22873
C20 -2.29577 3.07261 2.17704
H29 -3.59385 -2.42529 0.41319
Ge1 -1.93820 2.06039 0.53206
C21 3.29180 -3.30207 0.97789
C22 -1.32979 -4.43414 -1.09987
C23 -0.62074 4.69575 6.82227
H30 -5.24597 0.09785 -0.17150
C24 -1.59759 -1.80908 -4.04933
H31 -3.25666 -3.68830 -1.68114
C25 1.07937 -0.23219 3.90782
C26 2.64319 3.06902 2.53782
H32 4.97760 -0.87062 0.97929
O2 1.99431 -0.25704 -2.41935
C27 0.23357 3.70710 6.36137
H33 2.15340 3.82978 3.14607
H34 1.99659 -5.20721 -4.05625
H35 1.18198 -5.30996 -2.48536
H36 -4.99825 1.54368 0.80031
H37 -0.47410 5.12975 7.80237
Cl1 1.92475 1.26298 -2.37706
C28 -2.15582 0.75321 -4.76051
H38 0.19815 -3.77963 1.85448
H39 1.05330 3.36419 6.97948
C29 -2.49049 -3.69483 -0.91630
Ge2 0.02784 1.79092 1.91006
H40 -1.86783 -2.47312 2.17794
C30 -2.03672 3.16124 -1.10203
H41 2.76059 -3.15150 1.91777
H42 4.02185 0.33464 0.08793
H43 2.89992 -4.20483 0.50824
H44 -1.03065 3.41950 -1.43398
C31 -4.58221 0.95193 -0.01672
H45 -0.85574 1.22619 -3.11020
O3 0.80613 1.54421 -1.51673
H46 -2.66013 4.94220 4.13628
H47 -3.11171 -0.09104 1.19374
O4 3.15074 1.71405 -1.83223
H48 -1.36477 -2.81565 -3.71641
H49 -2.48060 2.54342 -1.88875
H50 0.94109 -2.20102 -5.13200
C32 -1.19732 2.95655 2.95563
C33 -1.31358 0.44438 -3.70024
H51 -3.38378 -0.07222 -6.31809
H52 4.28871 -1.28104 -2.07374

## Properties
Energy (hartree): -7452.64387
Energy above the lowest of the compared OMol25 structures with the same formula, charge and spin (kcal per mole): 1.8
E_LUMO (eV): -2.5
Highest occupied orbital energy (eV): -9.98
Charge: +1
Orbital gap (eV): 7.487